The following is a quantum chemistry calculation of 6 unconnected molecules or ions with the total composition C9H31O6 in a non-equilibrium geometry, from OMol25.

As for the multiplicity: 2. The calculation puts the LUMO energy (alpha / beta) at 0.520 / 0.385 eV. The calculation puts the relative energy (zero: lowest compared OMol25 entry of this formula, charge and spin) at 6.1 kcal per mole. The value obtained for the HOMO-LUMO gap (alpha / beta) is 2.613 / 10.188 eV. The value obtained for the total energy is -22114.570 eV. Its expectation value of S² is 0.751. Its HOMO energy (alpha / beta) is -0.0769 / -0.3603 hartree.

Each line ends with the Löwdin spin population.
Element x y z (Å)
O  -0.3572  -0.9869  -0.8934  0.0430
H  -0.8190  -1.3208  -0.1208  0.0139
H  -0.3401  -0.0284  -0.8429  0.0094
H  -0.7967  -1.2272  -1.7124  0.0098
C  1.4778  2.7691  -2.1964  0.0143
C  1.5169  1.7228  -1.1498  0.0192
C  2.4807  2.0637  -0.0372  0.0094
O  0.2364  1.5701  -0.5523  0.0294
H  2.3951  2.8691  -2.7766  0.0020
H  1.2345  3.7857  -1.8878  0.0022
H  0.6971  2.4487  -2.8863  0.0049
H  1.7701  0.7665  -1.6074  0.0100
H  3.5438  1.9074  -0.2202  0.0015
H  2.3031  1.3815  0.7942  0.0025
H  2.3269  3.0900  0.2963  0.0011
H  -0.1074  2.4636  -0.4808  0.0153
C  1.2973  -0.6123  4.1449  0.0086
C  1.1704  0.8025  3.5374  0.0045
C  -0.1923  1.1327  2.8333  0.0357
O  1.5655  1.7760  4.4543  0.0012
H  0.3663  -0.9972  4.5611  0.0048
H  2.0654  -0.6510  4.9173  0.0006
H  1.6939  -1.2490  3.3541  0.0032
H  2.0210  0.9023  2.8632  0.0006
H  -1.0333  0.9863  3.5110  0.0157
H  -0.4093  0.5067  1.9678  0.0181
H  -0.2086  2.1396  2.4161  0.0070
H  2.4835  1.5874  4.6626  0.0005
C  -0.7464  -3.4068  -3.1351  0.0663
O  -1.0983  -2.0250  -3.2809  0.0284
H  -0.6115  -3.7554  -2.1112  0.0119
H  -1.6044  -3.8803  -3.6123  0.0066
H  0.1515  -3.7387  -3.6565  0.0054
H  -1.1365  -1.8345  -4.2211  0.0135
C  -2.5361  0.9414  -3.0447  0.0586
O  -2.4857  0.3499  -1.7472  0.0856
H  -2.0298  0.3558  -3.8121  0.0077
H  -3.5722  1.0065  -3.3768  0.0084
H  -2.1736  1.9687  -3.0108  0.0073
H  -3.2749  0.7020  -1.3291  0.0433
C  -0.9375  -2.9066  1.5786  0.0942
O  -1.7731  -2.0141  0.9095  0.1456
H  -0.2725  -2.3713  2.2563  0.0076
H  -1.4621  -3.6184  2.2159  0.0202
H  -0.3347  -3.4964  0.8880  0.0106
H  -2.4836  -1.8758  1.5401  0.0906

Forces on atoms 1 to 6 (eV/Å):
2.400 -0.313 -0.678
-1.787 -0.766 1.693
-0.038 2.053 0.220
-0.956 -0.565 -1.483
-0.448 0.338 -1.666
1.245 0.101 0.845